[1]
11 unconnected molecules or ions with the total composition C60H120F8N16O4PS2 in a non-equilibrium geometry, computed with ωB97M-V/def2-TZVPD.

F_max = 2.83 eV Å⁻¹
LUMO = -0.4479 hartree
energy above the lowest of the compared OMol25 structures with the same formula, charge and spin = 1.841 eV
orbital gap = 0.29776 Eh
HOMO energy = -0.74566 Ha

Geometry as ORCA input:
```
! RIJCOSX wB97M-V def2-TZVPD def2/J DEFGRID3
* xyz 7 1
S 3.8981 6.5285 -10.6253
S 1.7735 5.6593 -11.6040
P -4.3399 4.6657 -10.8475
F -3.8564 3.3985 -11.7127
F 4.3774 6.0613 -9.1661
F -5.7006 3.9708 -10.2986
F -2.9731 5.4028 -11.2961
F 0.1585 5.6864 -11.3009
F -4.7333 6.0814 -10.1195
F -5.2099 5.2482 -12.1181
F -3.5904 4.0790 -9.5353
O 4.1862 7.9008 -10.6724
O 1.8950 6.4996 -12.7436
O 4.5024 5.6074 -11.5045
O 1.9656 4.2432 -11.7622
N -9.4679 0.0457 -13.8156
N -2.4652 7.0449 -14.8592
N -9.8099 5.4302 -12.9190
N -1.4867 -0.8982 -10.5011
N -0.9373 -0.0753 -15.2672
N -4.4280 -1.2831 -5.9757
N 2.2715 6.2197 -10.2523
N -0.7844 -0.7361 -17.3258
N -5.7141 -2.6311 -4.8747
N -8.0844 6.5358 -13.5903
N -1.4439 10.3573 -9.1792
N -7.9383 6.1516 -6.2601
N 1.9312 4.8450 -6.6561
N -0.5297 1.0281 -10.2620
N -7.6810 1.2062 -13.3931
N -3.8229 8.5846 -15.5277
C -9.7027 5.2331 -14.2753
C -2.7320 8.3410 -14.8147
C -4.2377 7.4031 -16.0966
C -4.0601 10.3964 -17.2352
C 4.0011 3.3411 -6.9204
C -10.7159 3.6497 -11.4441
C -2.3977 9.4364 -8.5228
C -4.3618 9.9263 -15.8272
C -8.8320 1.1774 -14.0634
C -7.5295 -0.0159 -12.7813
C -3.8576 -2.5417 -6.0469
C -7.7148 7.6303 -6.0231
C -6.5008 4.2705 -5.6757
C -8.7750 6.1690 -12.5289
C 0.5766 5.0420 -7.2753
C -6.8462 -3.2129 -4.1470
C -8.3534 8.5170 -7.0759
C -7.1713 5.6151 -7.4861
C -0.6911 0.3129 -16.5174
C -4.8806 0.6552 -7.5349
C -1.8392 12.1888 -7.4234
C 1.8705 1.5820 -9.9275
C -1.3438 6.3876 -14.1714
C -5.5185 1.9002 -14.3030
C 0.2037 3.6247 -5.3922
C 4.8114 2.5442 -7.9418
C 2.7390 3.9244 -7.5367
C -1.8531 13.7172 -7.2860
C -0.3329 -0.2748 -10.3813
C -0.5832 8.9626 -10.9109
C -1.4941 2.0108 -13.9149
C -7.3122 5.4072 -5.0902
C -8.6433 5.9477 -14.7058
C -1.5335 10.1107 -10.6919
C 0.5239 2.0676 -10.4770
C -1.8947 1.2626 -10.3559
C -9.4108 5.8773 -6.2851
C 0.6259 9.2264 -10.0100
C -8.6742 -0.7093 -12.9821
C -2.4931 0.0529 -10.4572
C -1.2709 -1.7865 -16.5875
C -10.9440 4.9976 -12.0931
C -7.7733 9.9327 -7.0308
C 1.5841 4.2637 -5.2915
C -0.0211 10.0136 -8.8278
C -5.9356 4.9593 -6.9214
C 2.6082 6.1794 -6.5272
C -10.7893 -0.3525 -14.3602
C -0.4931 -0.8058 -18.7734
C -1.6729 -2.3318 -10.7481
C -1.4003 -1.3800 -15.3018
C -6.6665 2.2812 -13.3982
C -0.2805 3.8642 -6.8403
C -3.4341 6.4217 -15.6173
C -0.6730 0.7352 -14.0665
C -1.8064 11.7973 -8.8818
C -5.5911 -1.3960 -5.3316
C -6.8691 7.3563 -13.5819
C -4.6385 -3.3671 -5.3201
C -3.9190 -0.0360 -6.5801
H 0.2320 2.9899 -9.9812
H -9.8978 6.3180 -7.1483
H -8.1538 10.5353 -7.8530
H -6.6443 7.8199 -5.9490
H -1.3101 4.2177 -6.8952
H 0.2876 2.5656 -5.1510
H -8.5709 6.5052 -11.5270
H -10.5735 2.7866 -12.0999
H -5.9963 6.8913 -14.0276
H -6.6837 -4.2753 -3.9967
H -7.1690 8.2488 -14.1326
H -2.9987 10.5973 -17.3768
H -6.6719 -0.2780 -12.1894
H 4.7044 4.1045 -6.5696
H -2.5758 9.8862 -10.9049
H 2.8136 4.2767 -8.5601
H -10.7494 -0.1683 -15.4295
H 5.7831 2.2268 -7.5694
H -11.8562 5.0445 -12.6834
H 1.9403 6.8937 -6.0597
H -2.8107 11.8834 -9.3070
H -3.6506 0.6181 -5.7512
H 3.5232 6.0035 -5.9638
H -1.0285 7.9853 -10.7061
H 2.3038 0.8894 -10.6502
H -2.5337 1.7855 -13.6570
H -0.9220 11.8981 -6.8986
H 3.7810 2.7016 -6.0673
H -4.4676 1.4919 -8.1048
H 2.9348 6.5018 -7.5112
H -2.3874 9.6141 -7.4493
H -7.7952 -3.0563 -4.6524
H 0.5231 10.9231 -8.5815
H -0.1288 2.9967 -7.4815
H -9.0057 -1.6672 -12.6186
H -6.6934 6.1105 -4.5328
H 1.6457 5.0672 -4.5613
H -8.1705 7.8541 -5.0580
H 1.1088 8.3643 -9.5713
H -6.3047 -0.6072 -5.1670
H -1.5702 -1.9579 -14.4124
H -2.8216 14.1050 -7.6142
H 2.5653 2.4205 -9.9841
H -2.1669 -2.4976 -11.7022
H -3.0088 -0.3203 -7.1059
H -9.8262 6.3073 -5.3779
H -4.8838 2.7525 -14.5406
H -1.4871 2.5242 -14.8769
H -5.1576 -0.0104 -8.3598
H -1.8270 14.0163 -6.2382
H 0.1975 5.9941 -6.9057
H -9.4955 4.7927 -6.2985
H -11.0890 5.7089 -11.2803
H 1.2604 9.9613 -10.4974
H 5.0606 3.1299 -8.8307
H -0.5522 4.0328 -4.7251
H -0.0101 -1.7620 -18.9600
H -1.4947 -2.7290 -17.0602
H -3.4864 5.3589 -15.7630
H -6.5989 7.6347 -12.5676
H -10.9912 -1.3719 -14.0561
H -2.0962 8.4099 -8.7189
H -1.1845 6.8594 -13.2075
H -11.5563 3.3843 -10.8008
H 0.3861 0.9885 -14.1608
H 0.1372 0.0358 -19.0339
H -0.4179 6.4494 -14.7427
H -2.2731 2.2784 -10.3937
H -3.4067 9.6049 -8.8937
H -7.0974 3.2264 -13.7280
H -6.6833 9.8919 -7.1099
H -1.4288 -0.8303 -19.3283
H -1.2402 11.0592 -11.1381
H -1.2163 2.6894 -13.1096
H -8.3017 6.1204 -15.7116
H -9.2133 1.9977 -14.6480
H -8.0317 10.4553 -6.1107
H -1.0285 14.2131 -7.7912
H -2.3109 -2.7145 -9.9541
H -4.9788 1.0248 -13.9469
H -6.9532 6.4305 -8.1682
H -5.4451 4.2998 -7.6379
H -6.3870 2.4341 -12.3559
H -0.7174 -2.8473 -10.7309
H -0.0512 9.4451 -7.8981
H -5.9021 1.6371 -15.2953
H 2.3813 3.5674 -5.0595
H -0.2195 8.8745 -11.9383
H -9.8390 3.6550 -10.7882
H -8.0466 5.1136 -4.3394
H 0.6936 5.1505 -8.3555
H -2.0959 9.0647 -14.3320
H 4.2605 1.6528 -8.2526
H -2.9647 -2.6855 -6.6276
H -8.2421 8.1140 -8.0869
H -10.3725 4.5770 -14.8049
H -3.5076 -0.2180 -10.6910
H -0.7293 0.0913 -13.1897
H -7.8652 4.8899 -7.9070
H -0.4189 1.3158 -16.8023
H -5.1156 7.4028 -16.7201
H -4.3827 9.6744 -17.9869
H -9.4295 8.6045 -6.9142
H 0.5968 2.2100 -11.5503
H 2.0771 3.0457 -7.5256
H 1.8580 1.2514 -8.8929
H -4.5976 11.3187 -17.4506
H -6.9062 -2.7528 -3.1611
H -5.1269 5.6180 -6.5959
H -11.5630 0.2947 -13.9486
H -1.1267 12.4309 -9.4498
H -3.9149 10.5829 -15.0806
H 0.6151 -0.7865 -10.3135
H -4.5849 -4.4158 -5.0802
H -5.4362 9.9264 -15.6410
H -5.7103 3.9544 -4.9992
H -5.7776 1.0214 -7.0372
H -2.6936 11.7481 -6.9108
H -1.5876 5.3356 -14.0615
H -7.1458 3.4305 -5.9423
*
```

These are the Löwdin partial charges, in e, on atoms 1 to 99: S 0.53; S 0.43; P 0.18; F -0.16; F -0.20; F -0.17; F -0.16; F -0.25; F -0.19; F -0.19; F -0.17; O -0.21; O -0.26; O -0.22; O -0.30; N -0.07; N -0.06; N -0.03; N -0.09; N -0.05; N -0.05; N -0.30; N -0.06; N -0.07; N -0.07; N -0.27; N -0.25; N -0.25; N -0.01; N -0.04; N -0.04; C 0.00; C -0.01; C -0.02; C -0.04; C -0.21; C -0.06; C 0.00; C -0.16; C -0.03; C -0.01; C 0.01; C -0.13; C -0.14; C -0.01; C -0.12; C 0.05; C -0.24; C -0.08; C -0.01; C -0.07; C -0.23; C -0.06; C 0.04; C -0.06; C -0.12; C -0.07; C -0.13; C -0.07; C -0.04; C -0.17; C -0.05; C -0.10; C 0.01; C -0.08; C -0.14; C 0.00; C 0.03; C -0.09; C 0.02; C -0.02; C 0.01; C -0.14; C -0.07; C -0.06; C -0.08; C -0.16; C 0.04; C 0.07; C 0.06; C 0.04; C 0.01; C -0.16; C -0.15; C 0.00; C -0.15; C -0.13; C -0.02; C 0.02; C 0.03; C -0.15; H 0.11; H 0.11; H 0.09; H 0.14; H 0.11; H 0.12; H 0.17; H 0.06

[2]
A gas-phase ion, C13H20NO (charge +1) in a non-equilibrium geometry, computed with ωB97M-V/def2-TZVPD.

F_max = 4.40 eV Å⁻¹
LUMO = -0.1003 hartree
energy above the lowest of the compared OMol25 structures with the same formula, charge and spin = 3.958 eV
orbital gap = 0.33712 Eh
HOMO energy = -0.43743 Ha
SMILES string = CC/C(=C(/OC)[NH+](C)C)c1ccccc1

Geometry as ORCA input:
```
! RIJCOSX wB97M-V def2-TZVPD def2/J DEFGRID3
* xyz 1 1
O -0.9676 -1.7691 0.0094
N -2.4851 -0.0923 0.0784
C 0.4012 2.6834 -0.7079
C 3.0278 -0.5113 -1.3081
C -2.9950 -0.2318 -1.3040
C 3.6502 0.3137 0.8633
C 1.7160 -0.3580 -0.9560
C 2.3514 0.4712 1.1746
C -3.3447 -0.8548 0.9584
C -0.2536 1.9666 0.4918
C -0.9896 -0.4576 0.2371
C 1.3327 0.1529 0.3192
C 0.0043 -2.6706 0.5214
C 4.0061 -0.1991 -0.3762
C -0.0644 0.5305 0.4375
H 2.1084 0.6806 2.2099
H -3.4789 -1.8617 0.7153
H -3.2688 -0.6904 2.0812
H 0.1537 2.2897 -1.7092
H -2.3598 -0.9005 -1.7889
H -2.5784 0.8318 0.5579
H -4.2679 -0.4204 0.8461
H 0.2480 2.2072 1.4626
H 4.4474 0.3988 1.7196
H 5.0451 -0.4438 -0.8495
H 0.8249 -0.4490 -1.5532
H 1.5001 2.6423 -0.6521
H -3.9285 -0.6576 -1.2534
H -0.3870 -3.2890 1.2923
H 0.8545 -2.1899 1.1030
H -1.1754 2.3095 0.6366
H -3.1533 0.7871 -1.8258
H 0.1702 3.8019 -0.8451
H 3.4261 -0.7846 -2.2685
H 0.4298 -3.2356 -0.3178
*
```

Formally, the natural (NBO) partial charges of the atoms, in units of the elementary charge, are as follows: O -0.53; N -0.38; C -0.62; C -0.21; C -0.41; C -0.20; C -0.20; C -0.21; C -0.43; C -0.44; C 0.47; C -0.08; C -0.26; C -0.19; C -0.07; H 0.22; H 0.24; H 0.25; H 0.22; H 0.24; H 0.45; H 0.22; H 0.24; H 0.24; H 0.24; H 0.21; H 0.23; H 0.22; H 0.20; H 0.21; H 0.20; H 0.25; H 0.24; H 0.23; H 0.22

[3]
5 unconnected molecules or ions with the total composition C15H40O15S5 in a non-equilibrium geometry, computed with ωB97M-V/def2-TZVPD.

F_max = 1.39 eV Å⁻¹
LUMO = 0.0011 hartree
energy above the lowest of the compared OMol25 structures with the same formula, charge and spin = 0.000 eV
orbital gap = 0.39715 Eh
HOMO energy = -0.39609 Ha
SMILES string = CCOS(C)(=O)=O.CCOS(C)(=O)=O.CCOS(C)(=O)=O.CCOS(C)(=O)=O.CCOS(C)(=O)=O

Geometry as ORCA input:
```
! RIJCOSX wB97M-V def2-TZVPD def2/J DEFGRID3
* xyz 0 1
S -2.3970 -4.8530 1.9149
S 2.6810 -0.0198 -6.7578
S -0.4068 0.1495 3.4156
S 4.8224 0.5792 4.8998
S -2.7860 3.0123 -1.2172
O 2.8261 -1.2871 -6.1175
O -2.2341 -4.9528 0.3367
O 0.3023 0.0899 2.0014
O -3.0093 -6.0598 2.3182
O 4.4547 -0.0584 6.1206
O 2.2816 0.0690 -8.1087
O -1.0033 1.4373 3.5847
O -3.0806 3.0622 0.1747
O 4.1392 2.0057 4.8211
O -1.4542 3.2136 -1.6707
O 0.5630 -0.3261 4.3429
O -3.2086 1.6069 -1.7973
O 6.1944 0.7862 4.5931
O 1.6199 0.8320 -5.9561
O -2.9809 -3.5825 2.2109
C -4.4567 1.0303 -1.3240
C -1.2403 -4.1654 -1.6767
C -1.8807 -3.7495 -0.3686
C -4.1771 -0.3064 -0.6988
C -0.2706 0.9104 0.9505
C 2.7212 2.0613 5.1087
C 2.0751 2.9476 4.0814
C 4.1522 0.9332 -6.5557
C -3.8549 4.1092 -2.1001
C 4.0535 -0.2561 3.5482
C 1.1669 2.0446 -3.9341
C 0.4718 0.6185 -0.3375
C 1.6581 0.7518 -4.5296
C -1.6709 -1.0523 3.2132
C -0.7067 -4.8512 2.4438
H 1.5401 0.7019 -0.1181
H -4.9615 1.7153 -0.6421
H -0.9748 -3.2984 -2.2770
H 4.5597 -1.2139 3.4614
H -4.8347 3.6523 -2.1980
H 0.1543 2.2627 -4.2682
H 4.4884 0.8945 -5.5248
H 1.8034 2.8612 -4.2862
H -0.3600 -4.7818 -1.4891
H -3.4189 -0.2084 0.0823
H -0.2310 -3.9623 2.0347
H 2.5517 3.9277 4.1188
H 0.2352 1.4081 -1.0459
H -1.9371 -4.7972 -2.2299
H 2.6526 0.5067 -4.1399
H -3.9028 5.0425 -1.5425
H 2.1280 2.4851 3.0948
H -2.7912 -3.1837 -0.5677
H -2.1783 -0.8768 2.2709
H -0.6846 -4.8748 3.5287
H -0.2345 -5.7324 2.0163
H -3.3935 4.3155 -3.0614
H 3.9607 1.9213 -6.9605
H -1.1862 -3.1313 0.2032
H 2.2597 1.0768 5.1568
H 0.2924 -0.3822 -0.7269
H -0.1039 1.9514 1.2230
H 1.2392 2.0075 -2.8521
H 1.0251 3.1286 4.3125
H -3.7337 -0.9816 -1.4337
H 2.9970 -0.3908 3.7726
H -5.1030 0.9397 -2.1999
H 2.6106 2.4809 6.1102
H 4.2108 0.3645 2.6709
H 4.8944 0.4397 -7.1845
H -2.3690 -0.8644 4.0279
H -1.3452 0.7336 0.8772
H -1.2091 -2.0260 3.3034
H 1.0606 -0.0924 -4.1708
H -5.0756 -0.7493 -0.2767
*
```

Formally, the Löwdin partial charges of the atoms, in units of the elementary charge, are as follows: S 0.56; S 0.54; S 0.56; S 0.55; S 0.54; O -0.27; O -0.25; O -0.26; O -0.24; O -0.27; O -0.25; O -0.26; O -0.26; O -0.25; O -0.27; O -0.27; O -0.26; O -0.27; O -0.24; O -0.28; C -0.26; C -0.06; C -0.27; C -0.06; C -0.25; C -0.27; C -0.06; C -0.12; C -0.11; C -0.11; C -0.06; C -0.05; C -0.29; C -0.11; C -0.11; H 0.09; H 0.12; H 0.08; H 0.08; H 0.07; H 0.08; H 0.07; H 0.09; H 0.08; H 0.06; H 0.06; H 0.08; H 0.04; H 0.09; H 0.11; H 0.08; H 0.08; H 0.11; H 0.06; H 0.08; H 0.08; H 0.08; H 0.08; H 0.11; H 0.08; H 0.08; H 0.12; H 0.06; H 0.08; H 0.08; H 0.04; H 0.13; H 0.13; H 0.08; H 0.08; H 0.09; H 0.10; H 0.05; H 0.12; H 0.09

[4]
A molecular structure, C5H7NS2 in a non-equilibrium geometry, computed with ωB97M-V/def2-TZVPD.

F_max = 2.13 eV Å⁻¹
LUMO = 0.0204 hartree
energy above the lowest of the compared OMol25 structures with the same formula, charge and spin = 0.435 eV
orbital gap = 0.32419 Eh
HOMO energy = -0.30383 Ha

Geometry as ORCA input:
```
! RIJCOSX wB97M-V def2-TZVPD def2/J DEFGRID3
* xyz 0 1
S 2.0773 -0.4964 -0.5353
S -2.5469 -0.5568 -0.1385
N -0.7669 1.3945 -0.3674
C 0.8104 -1.5777 0.1360
C 0.5529 1.9196 0.1207
C 1.2467 0.6148 0.6149
C 0.0701 -0.3897 0.8416
C -1.0839 0.1933 0.0455
H 0.9918 2.4284 -0.7548
H 1.8685 0.7785 1.5074
H 0.2420 -2.1507 -0.5810
H 0.4016 2.6446 0.9615
H -0.2689 -0.7410 1.8712
H 1.3214 -2.2253 0.9298
H -1.2503 1.7935 -1.1334
*
```

Formally, the natural (NBO) partial charges of the atoms, in units of the elementary charge, are as follows: S 0.21; S -0.18; N -0.56; C -0.49; C -0.23; C -0.35; C -0.31; C 0.13; H 0.22; H 0.23; H 0.24; H 0.21; H 0.26; H 0.22; H 0.42

[5]
2 unconnected molecules or ions with the total composition C12H11NO in a non-equilibrium geometry, computed with ωB97M-V/def2-TZVPD.

F_max = 3.59 eV Å⁻¹
LUMO = 0.0131 hartree
energy above the lowest of the compared OMol25 structures with the same formula, charge and spin = 3.256 eV
orbital gap = 0.34214 Eh
HOMO energy = -0.32902 Ha
SMILES string = C/C=C/c1ccccc1.N#CC=C=O

Geometry as ORCA input:
```
! RIJCOSX wB97M-V def2-TZVPD def2/J DEFGRID3
* xyz 0 1
O -3.2901 0.4014 -0.9690
N -2.3483 -3.5064 0.5531
C -1.6136 3.0298 0.1345
C 2.3678 -1.2385 1.0956
C -2.0416 -2.3908 0.4621
C -0.5793 1.9920 0.3956
C -0.2136 1.0441 -0.4584
C 1.3840 -0.6194 -1.4449
C 0.8179 0.0354 -0.2500
C -1.8123 -0.9660 0.3783
C 2.8152 -1.9180 0.0131
C 1.3506 -0.2280 0.9685
C -2.6135 -0.2427 -0.3069
C 2.4017 -1.5416 -1.3297
H 0.9689 0.1867 1.8880
H 2.6484 -2.2294 -2.1203
H 1.0964 -0.1543 -2.3570
H 0.0125 2.1052 1.3368
H -0.7930 1.0430 -1.4909
H -0.9630 -0.4906 0.8199
H -2.2903 3.0348 0.9934
H -2.1220 2.7356 -0.6848
H -1.3400 4.0867 0.0308
H 2.6642 -1.4125 2.2155
H 3.4931 -2.7563 0.1266
*
```

Formally, the natural (NBO) partial charges of the atoms, in units of the elementary charge, are as follows: O -0.42; N -0.32; C -0.64; C -0.20; C 0.28; C -0.17; C -0.23; C -0.19; C -0.09; C -0.67; C -0.21; C -0.22; C 0.79; C -0.20; H 0.21; H 0.22; H 0.21; H 0.20; H 0.21; H 0.32; H 0.22; H 0.21; H 0.23; H 0.22; H 0.22

Q: Number 2 is which compound?
A: C13H20NO